1.
Molecular formula: C10H39B2N8O8Pd
Method: DFT, wB97M-V/def2-TZVPD

Atoms and positions in Å:
N  1.826  1.424  2.447
H  1.242  0.732  2.917
H  2.741  1.023  2.737
H  1.558  2.375  2.664
H  1.800  1.331  1.385
Pd  4.249  0.586  -0.298
B  3.609  2.781  -1.244
H  3.887  3.887  -1.471
H  4.128  2.014  -1.973
H  4.005  2.572  -0.187
H  2.458  2.632  -1.290
B  1.923  -0.075  -0.076
H  2.105  -0.132  -1.227
H  2.728  -0.701  0.447
H  2.118  1.027  0.225
H  0.858  -0.371  0.282
C  5.679  0.495  2.140
O  4.404  0.426  2.103
O  6.451  -0.444  2.485
O  6.089  0.980  1.008
C  -7.234  0.535  2.844
O  -6.427  1.116  1.838
C  -5.990  2.416  2.211
C  -4.775  2.838  1.381
N  -3.872  1.683  1.256
C  -2.842  1.975  0.272
C  -2.134  0.677  -0.147
O  -3.076  -0.332  -0.365
C  -2.414  -1.545  -0.737
H  -6.741  0.630  3.815
H  -7.485  -0.474  2.529
H  -8.179  1.087  2.943
H  -5.797  2.499  3.287
H  -6.828  3.094  2.007
H  -4.340  3.742  1.806
H  -5.250  3.114  0.429
H  -4.419  0.899  0.921
H  -2.094  2.672  0.662
H  -3.180  2.450  -0.660
H  -1.434  0.438  0.662
H  -1.576  0.949  -1.047
H  -3.135  -2.313  -0.999
H  -1.750  -1.793  0.090
H  -1.719  -1.426  -1.577
C  1.172  2.110  -4.215
O  0.691  1.716  -5.290
N  2.346  2.778  -4.131
N  0.569  1.769  -3.061
H  2.744  2.936  -5.039
H  2.900  2.730  -3.277
H  -0.312  1.294  -3.088
H  0.859  2.193  -2.194
C  -0.245  -4.070  1.140
O  -1.142  -3.885  1.963
N  0.255  -5.301  0.893
N  0.330  -3.071  0.417
H  0.918  -5.466  0.143
H  -0.090  -6.081  1.418
H  0.722  -3.398  -0.444
H  0.415  -2.120  0.732
C  2.959  -4.293  -1.617
O  2.153  -5.223  -1.477
N  4.084  -4.443  -2.386
N  2.859  -3.141  -0.940
H  4.156  -5.416  -2.630
H  4.800  -3.770  -2.183
H  2.144  -2.937  -0.240
H  3.549  -2.407  -0.989

Output
Orbital gap (spin up / spin down) in eV: 8.2 / 6.9
Total charge: -1
2S+1: 3
LUMO energy (spin up / spin down) in eV: 1.973 / 1.172

2.
Molecular formula: C5H6INO2S
Method: DFT, wB97M-V/def2-TZVPD

Atoms and positions in Å:
C  0.496  0.654  0.114
C  -0.088  -0.397  -0.454
C  -0.356  1.874  0.064
C  1.849  0.755  0.728
C  0.357  -1.794  -0.638
N  -2.407  -0.666  0.335
O  -0.045  2.958  0.472
O  -1.521  1.644  -0.551
S  -1.793  -0.012  -0.914
I  -4.433  -0.903  0.262
H  1.974  0.003  1.504
H  1.963  1.746  1.164
H  2.621  0.608  -0.027
H  0.169  -2.126  -1.659
H  -0.205  -2.447  0.029
H  1.420  -1.897  -0.427

Output
Orbital gap in eV: 8.6
2S+1: 1
LUMO energy in eV: -0.464

3.
Molecular formula: C27H27N7O4Pd
Method: DFT, wB97M-V/def2-TZVPD

Atoms and positions in Å:
Pd  0.869  1.413  -0.360
C  3.647  0.547  0.324
N  2.958  1.522  -0.514
C  3.284  1.297  -1.919
C  3.344  2.882  -0.114
C  2.277  3.877  -0.480
C  2.569  5.224  -0.640
C  1.543  6.133  -0.829
C  0.231  5.696  -0.855
C  -0.063  4.345  -0.718
C  0.959  3.424  -0.539
H  4.737  0.646  0.229
H  3.362  -0.466  0.038
H  3.360  0.709  1.363
H  4.356  1.464  -2.104
H  2.711  1.977  -2.554
H  3.057  0.265  -2.192
H  4.322  3.147  -0.545
H  3.437  2.893  0.977
H  3.595  5.561  -0.591
H  1.767  7.183  -0.930
H  -0.572  6.409  -0.971
H  -1.097  4.024  -0.738
O  -1.116  1.214  -0.390
C  -1.805  1.403  0.670
C  -1.455  1.380  2.043
C  -2.504  1.383  2.987
C  -2.268  1.374  4.352
C  -0.958  1.374  4.841
C  0.089  1.389  3.956
C  -0.096  1.400  2.549
O  0.960  1.439  1.826
N  -3.358  1.369  5.257
O  -3.122  1.362  6.458
O  -4.489  1.369  4.787
H  -2.873  1.571  0.476
H  -3.526  1.375  2.645
H  -0.792  1.367  5.907
H  1.111  1.407  4.311
C  0.590  -1.061  -2.868
C  0.699  -1.564  -1.472
N  0.796  -0.798  -0.406
C  0.808  -1.623  0.682
C  0.750  -2.913  0.259
N  0.687  -2.869  -1.110
C  0.588  -4.026  -1.962
N  -0.543  -4.826  -1.625
N  -0.397  -6.134  -1.287
N  -1.530  -6.656  -1.072
C  -2.503  -5.718  -1.250
C  -3.894  -5.786  -1.151
C  -4.600  -4.630  -1.401
C  -3.961  -3.426  -1.719
C  -2.587  -3.333  -1.829
C  -1.872  -4.500  -1.609
H  0.488  0.028  -2.832
H  -0.296  -1.469  -3.356
H  1.461  -1.328  -3.468
H  0.835  -1.229  1.681
H  0.751  -3.841  0.791
H  1.467  -4.670  -1.833
H  0.530  -3.688  -3.003
H  -4.379  -6.712  -0.889
H  -5.679  -4.643  -1.347
H  -4.560  -2.542  -1.877
H  -2.106  -2.393  -2.060

Output
Orbital gap in eV: 6.8
2S+1: 1
LUMO energy in eV: -0.255

| no. | DFT total energy (eV) |
| --- | --- |
| 1 | -44132.770 |
| 2 | -29801.251 |
| 3 | -50533.747 |